Run 1
Entry from the Open Molecules 2025 dataset: a 2-piece molecular cluster, C4H9N overall (ωB97M-V/def2-TZVPD).

**Highest occupied orbital energy**: -9.458 eV
**2S+1**: 1
**LUMO energy**: 1.20 eV

Atoms and positions in Å:
C: -1.77 3.78 2.08
N: -1.04 4.11 3.06
C: 0.29 3.59 3.25
H: -2.63 4.41 1.91
H: -1.55 3.12 1.19
H: 0.74 3.87 4.25
H: 0.96 3.56 2.39
H: 0.22 2.52 3.46
C: 0.97 -5.33 -4.68
C: 1.36 -6.04 -3.62
H: 1.07 -5.48 -5.75
H: 0.26 -4.51 -4.59
H: 2.23 -6.70 -3.66
H: 1.14 -5.55 -2.66

Listed below, in e, are the natural (NBO) charges computed for each atom: atom 1 (C): -0.057, atom 2 (N): -0.390, atom 3 (C): -0.474, atom 4 (H): 0.167, atom 5 (H): 0.136, atom 6 (H): 0.213, atom 7 (H): 0.206, atom 8 (H): 0.199, atom 9 (C): -0.364, atom 10 (C): -0.405, atom 11 (H): 0.192, atom 12 (H): 0.181, atom 13 (H): 0.201, atom 14 (H): 0.196

=====

Run 2
Entry from the Open Molecules 2025 dataset: a 2-piece molecular cluster, C4H9N overall (ωB97M-V/def2-TZVPD).

**Highest occupied orbital energy**: -8.330 eV
**2S+1**: 1
**LUMO energy**: 1.16 eV

Atoms and positions in Å:
C: -0.74 -2.03 0.27
N: -0.17 -0.69 0.43
C: 1.04 -0.44 -0.41
C: 1.27 -0.66 0.83
H: -0.01 -2.79 -0.03
H: -1.20 -2.33 1.22
H: -1.53 -1.98 -0.48
H: 1.26 -0.11 -1.41
H: 1.84 -0.66 1.74
C: -0.35 2.36 -0.43
H: 0.48 3.04 -0.61
H: -0.55 1.76 -1.32
H: -1.25 2.92 -0.17
H: -0.12 1.68 0.39

Listed below, in e, are the natural (NBO) charges computed for each atom: atom 1 (C): -0.431, atom 2 (N): -0.450, atom 3 (C): -0.069, atom 4 (C): -0.073, atom 5 (H): 0.170, atom 6 (H): 0.196, atom 7 (H): 0.196, atom 8 (H): 0.234, atom 9 (H): 0.230, atom 10 (C): -0.853, atom 11 (H): 0.204, atom 12 (H): 0.203, atom 13 (H): 0.212, atom 14 (H): 0.231

=====

What should be chosen as the most stable of them? Choose run 1.

=====

Run 1
Entry from the Open Molecules 2025 dataset: one molecule with the formula C4H9N (ωB97M-V/def2-TZVPD).

**Highest occupied orbital energy**: -6.960 eV
**2S+1**: 1
**LUMO energy**: 1.00 eV

Atoms and positions in Å:
C: 0.99 -0.97 0.93
C: 0.48 0.23 0.43
N: 1.10 1.37 0.88
C: -0.40 0.44 -0.79
C: -1.41 -0.70 -0.95
H: 0.28 -1.61 1.38
H: 2.05 -1.23 0.99
H: 1.85 1.24 1.55
H: 0.84 2.36 0.89
H: 0.26 0.45 -1.73
H: -0.87 1.37 -0.82
H: -0.98 -1.72 -1.08
H: -2.05 -0.90 0.00
H: -2.15 -0.33 -1.67

Listed below, in e, are the natural (NBO) charges computed for each atom: atom 1 (C): -0.699, atom 2 (C): 0.297, atom 3 (N): -0.810, atom 4 (C): -0.448, atom 5 (C): -0.620, atom 6 (H): 0.209, atom 7 (H): 0.213, atom 8 (H): 0.383, atom 9 (H): 0.396, atom 10 (H): 0.228, atom 11 (H): 0.202, atom 12 (H): 0.234, atom 13 (H): 0.202, atom 14 (H): 0.213

=====

Run 2
Entry from the Open Molecules 2025 dataset: one molecule with the formula C4H9N (ωB97M-V/def2-TZVPD).

**Highest occupied orbital energy**: -8.220 eV
**2S+1**: 1
**LUMO energy**: 1.20 eV

Atoms and positions in Å:
C: -1.45 -2.05 0.34
C: -0.82 -0.96 -0.07
N: 0.47 -0.56 0.34
C: 1.02 0.56 -0.44
C: 0.45 1.89 0.03
H: -2.50 -2.22 0.17
H: -0.94 -2.80 0.93
H: -1.30 -0.16 -0.63
H: 1.13 -1.31 0.42
H: 0.89 0.45 -1.52
H: 2.10 0.52 -0.30
H: 0.57 1.86 1.13
H: -0.61 2.00 -0.16
H: 1.00 2.79 -0.23

Listed below, in e, are the natural (NBO) charges computed for each atom: atom 1 (C): -0.497, atom 2 (C): 0.004, atom 3 (N): -0.620, atom 4 (C): -0.219, atom 5 (C): -0.627, atom 6 (H): 0.207, atom 7 (H): 0.191, atom 8 (H): 0.182, atom 9 (H): 0.375, atom 10 (H): 0.171, atom 11 (H): 0.196, atom 12 (H): 0.214, atom 13 (H): 0.205, atom 14 (H): 0.217

=====

Run 3
Entry from the Open Molecules 2025 dataset: C4H9N as an isolated structure (ωB97M-V/def2-TZVPD).

**Highest occupied orbital energy**: -9.073 eV
**2S+1**: 1
**LUMO energy**: 1.20 eV

Atoms and positions in Å:
C: -0.83 -1.52 0.51
C: -0.56 -0.04 0.13
C: 0.63 0.74 0.69
C: 0.19 0.43 -1.18
H: 0.04 -2.14 0.67
H: -1.34 -1.61 1.47
H: -1.40 -1.95 -0.31
H: -1.52 0.54 0.15
H: 0.45 1.25 1.66
H: 1.60 0.18 0.89
H: 1.47 1.95 -0.81
H: 1.05 -0.13 -1.36
H: -0.42 0.69 -2.08
N: 0.63 1.61 -0.42

Listed below, in e, are the natural (NBO) charges computed for each atom: atom 1 (C): -0.620, atom 2 (C): -0.215, atom 3 (C): -0.223, atom 4 (C): -0.215, atom 5 (H): 0.207, atom 6 (H): 0.214, atom 7 (H): 0.212, atom 8 (H): 0.210, atom 9 (H): 0.178, atom 10 (H): 0.166, atom 11 (H): 0.351, atom 12 (H): 0.166, atom 13 (H): 0.184, atom 14 (N): -0.615

=====

Run 4
Entry from the Open Molecules 2025 dataset: one molecule with the formula C4H9N (ωB97M-V/def2-TZVPD).

**Highest occupied orbital energy**: -9.035 eV
**2S+1**: 1
**LUMO energy**: 1.28 eV

Atoms and positions in Å:
C: 1.62 0.43 -1.00
C: 0.85 0.20 0.23
N: -0.57 0.37 0.00
C: -1.45 -0.74 -0.23
C: -1.50 0.00 1.08
H: 2.73 0.58 -0.85
H: 1.42 -0.36 -1.80
H: 1.31 1.49 -1.35
H: 0.95 -0.74 0.76
H: 1.17 1.00 0.92
H: -2.09 -0.58 -1.05
H: -1.03 -1.77 0.04
H: -1.05 -0.44 1.94
H: -2.35 0.54 1.31

Listed below, in e, are the natural (NBO) charges computed for each atom: atom 1 (C): -0.618, atom 2 (C): -0.229, atom 3 (N): -0.404, atom 4 (C): -0.263, atom 5 (C): -0.250, atom 6 (H): 0.218, atom 7 (H): 0.209, atom 8 (H): 0.220, atom 9 (H): 0.164, atom 10 (H): 0.192, atom 11 (H): 0.211, atom 12 (H): 0.174, atom 13 (H): 0.180, atom 14 (H): 0.194

=====

What should be chosen as the most stable of them? Choose run 2.

=====

Run 1
Entry from the Open Molecules 2025 dataset: one molecule with the formula C4H9N (ωB97M-V/def2-TZVPD).

**Highest occupied orbital energy**: -7.536 eV
**2S+1**: 1
**LUMO energy**: 1.21 eV

Atoms and positions in Å:
C: 1.84 -0.20 0.92
C: 0.97 -0.42 -0.39
C: -0.16 0.47 -0.52
C: -1.37 -0.15 -0.18
N: -2.49 0.65 -0.54
H: 2.68 -0.80 1.00
H: 1.37 -0.66 1.78
H: 2.10 0.87 0.72
H: 1.72 -0.44 -1.17
H: 0.64 -1.45 -0.54
H: -0.13 1.52 -0.50
H: -1.51 -1.16 0.16
H: -3.36 0.18 -0.32
H: -2.29 1.59 -0.43

Listed below, in e, are the natural (NBO) charges computed for each atom: atom 1 (C): -0.624, atom 2 (C): -0.427, atom 3 (C): -0.307, atom 4 (C): 0.022, atom 5 (N): -0.830, atom 6 (H): 0.200, atom 7 (H): 0.211, atom 8 (H): 0.212, atom 9 (H): 0.202, atom 10 (H): 0.195, atom 11 (H): 0.191, atom 12 (H): 0.195, atom 13 (H): 0.379, atom 14 (H): 0.380

=====

Run 2
Entry from the Open Molecules 2025 dataset: one molecule with the formula C4H9N (ωB97M-V/def2-TZVPD).

**Highest occupied orbital energy**: -9.128 eV
**2S+1**: 1
**LUMO energy**: 1.19 eV

Atoms and positions in Å:
C: 1.65 1.64 -0.14
C: 0.48 0.97 -0.29
C: -0.24 0.28 0.83
C: -0.47 -1.19 0.43
N: -1.18 -1.34 -0.83
H: 2.17 1.79 0.81
H: 2.07 2.15 -0.98
H: 0.10 0.91 -1.31
H: 0.45 0.32 1.66
H: -1.19 0.80 1.05
H: -1.01 -1.69 1.31
H: 0.48 -1.70 0.24
H: -1.12 -2.25 -1.22
H: -2.18 -1.13 -0.73

Listed below, in e, are the natural (NBO) charges computed for each atom: atom 1 (C): -0.413, atom 2 (C): -0.163, atom 3 (C): -0.458, atom 4 (C): -0.204, atom 5 (N): -0.845, atom 6 (H): 0.185, atom 7 (H): 0.193, atom 8 (H): 0.213, atom 9 (H): 0.215, atom 10 (H): 0.210, atom 11 (H): 0.161, atom 12 (H): 0.193, atom 13 (H): 0.362, atom 14 (H): 0.350

=====

Run 3
Entry from the Open Molecules 2025 dataset: one molecule with the formula C4H9N (ωB97M-V/def2-TZVPD).

**Highest occupied orbital energy**: -8.344 eV
**2S+1**: 1
**LUMO energy**: 1.22 eV

Atoms and positions in Å:
C: -0.81 -1.41 -1.15
C: 0.44 -1.28 -0.69
C: 0.98 0.01 -0.05
N: -0.02 0.47 0.97
C: -0.49 1.83 0.82
H: -1.10 -2.39 -1.51
H: -1.45 -0.54 -1.27
H: 1.16 -2.08 -0.85
H: 1.22 0.83 -0.74
H: 1.91 -0.20 0.46
H: -0.63 -0.32 1.06
H: 0.38 2.47 0.95
H: -1.21 2.08 1.59
H: -0.88 2.19 -0.16

Listed below, in e, are the natural (NBO) charges computed for each atom: atom 1 (C): -0.410, atom 2 (C): -0.187, atom 3 (C): -0.269, atom 4 (N): -0.641, atom 5 (C): -0.410, atom 6 (H): 0.205, atom 7 (H): 0.202, atom 8 (H): 0.201, atom 9 (H): 0.198, atom 10 (H): 0.190, atom 11 (H): 0.373, atom 12 (H): 0.187, atom 13 (H): 0.205, atom 14 (H): 0.158

=====

What should be chosen as the most stable of them? Choose run 2.

=====

Run 1
Entry from the Open Molecules 2025 dataset: one molecule with the formula C4H9N (ωB97M-V/def2-TZVPD).

**Highest occupied orbital energy**: -9.631 eV
**2S+1**: 1
**LUMO energy**: 1.19 eV

Atoms and positions in Å:
C: -2.09 0.29 0.11
C: -0.88 -0.51 -0.33
C: 0.35 -0.12 0.41
C: 1.30 0.83 -0.21
N: 1.66 -0.61 -0.07
H: -2.14 0.28 1.24
H: -3.05 -0.22 -0.25
H: -2.04 1.32 -0.26
H: -1.05 -1.60 -0.17
H: -0.73 -0.43 -1.40
H: 0.20 0.04 1.50
H: 1.76 1.55 0.49
H: 1.12 1.14 -1.25
H: 2.28 -0.72 0.74

Listed below, in e, are the natural (NBO) charges computed for each atom: atom 1 (C): -0.603, atom 2 (C): -0.415, atom 3 (C): -0.085, atom 4 (C): -0.271, atom 5 (N): -0.586, atom 6 (H): 0.200, atom 7 (H): 0.214, atom 8 (H): 0.208, atom 9 (H): 0.202, atom 10 (H): 0.208, atom 11 (H): 0.187, atom 12 (H): 0.193, atom 13 (H): 0.198, atom 14 (H): 0.349

=====

Run 2
Entry from the Open Molecules 2025 dataset: a 2-piece molecular cluster, C4H9N overall (ωB97M-V/def2-TZVPD).

**Highest occupied orbital energy**: -9.784 eV
**2S+1**: 1
**LUMO energy**: 1.07 eV

Atoms and positions in Å:
C: 3.09 -0.46 0.77
N: 2.67 0.40 -0.03
C: 1.39 0.99 0.22
H: 4.15 -0.79 0.63
H: 2.78 -0.87 1.74
H: 0.82 0.95 -0.73
H: 1.53 2.09 0.35
H: 0.84 0.69 1.12
C: -3.83 -0.90 -0.93
C: -3.06 -0.09 -0.19
H: -4.28 -1.86 -0.67
H: -4.10 -0.54 -1.92
H: -2.79 -0.50 0.77
H: -2.93 0.97 -0.25

Listed below, in e, are the natural (NBO) charges computed for each atom: atom 1 (C): -0.068, atom 2 (N): -0.378, atom 3 (C): -0.455, atom 4 (H): 0.156, atom 5 (H): 0.149, atom 6 (H): 0.214, atom 7 (H): 0.206, atom 8 (H): 0.176, atom 9 (C): -0.374, atom 10 (C): -0.394, atom 11 (H): 0.203, atom 12 (H): 0.181, atom 13 (H): 0.179, atom 14 (H): 0.205

=====

Run 3
Entry from the Open Molecules 2025 dataset: a 2-piece molecular cluster, C4H9N overall (ωB97M-V/def2-TZVPD).

**Highest occupied orbital energy**: -9.625 eV
**2S+1**: 1
**LUMO energy**: 0.87 eV

Atoms and positions in Å:
C: 0.88 2.79 0.00
C: 0.58 1.91 -0.94
C: -0.58 2.18 -1.87
H: 1.68 2.75 0.72
H: 0.26 3.68 0.12
H: 0.84 0.86 -0.87
H: -0.27 2.07 -2.91
H: -0.98 3.17 -1.69
H: -1.35 1.42 -1.75
C: -0.36 -3.94 1.56
N: -0.43 -4.54 2.67
H: -1.32 -3.71 1.09
H: 0.53 -3.78 0.96
H: 0.52 -4.86 2.91

Listed below, in e, are the natural (NBO) charges computed for each atom: atom 1 (C): -0.396, atom 2 (C): -0.176, atom 3 (C): -0.641, atom 4 (H): 0.197, atom 5 (H): 0.183, atom 6 (H): 0.198, atom 7 (H): 0.214, atom 8 (H): 0.209, atom 9 (H): 0.211, atom 10 (C): -0.052, atom 11 (N): -0.578, atom 12 (H): 0.158, atom 13 (H): 0.147, atom 14 (H): 0.324

=====

What should be chosen as the most stable of them? Choose run 1.